Molecular formula: C4H6N2O
Method: DFT, ωB97M-V with the def2-TZVPD basis set

Computed properties:
Energy relative to the best compared isomer or geometry (same formula, charge and spin) ... 69.4 kcal per mole
Kohn-Sham gap ... 10.0 eV
SMILES ... Cc1cc(N)on1

Last column: Mulliken charge in e.
Positions of all 13 atoms, in Å:
C1 0.706795 1.713441 1.394691  -1.019
C2 0.339631 0.791235 0.262115  0.724
C3 0.540738 -0.627608 0.091616  -0.499
C4 -0.376245 -0.932414 -0.861812  0.314
N1 -0.805110 -2.211551 -1.170981  -0.544
O1 -0.943439 0.158731 -1.377730  -0.181
N2 -0.506176 1.248696 -0.623899  -0.443
H1 0.056089 2.593768 1.357746  0.336
H2 0.534562 1.215780 2.357376  0.283
H3 1.747254 2.042510 1.370501  0.253
H4 1.391474 -1.191933 -0.249708  0.220
H5 -1.208613 -2.310159 -2.089875  0.286
H6 -1.476960 -2.490497 -0.460040  0.269

Force components x, y, z for each atom (eV/Å):
C 0.1 0.0 -0.1
C -0.1 0.3 -0.3
C 0.0 0.2 -0.9
C -0.4 0.2 -0.1
N -0.2 0.2 -0.4
O -0.7 -0.2 0.1
N -0.1 0.1 0.6
H 0.2 -0.2 -0.1
H 0.1 0.0 -0.3
H 0.0 -0.1 0.0
H 1.0 -0.4 1.9
H -0.1 0.1 -0.1
H 0.3 -0.3 -0.2



Molecular formula: HN2O5S
Method: DFT, ωB97M-V with the def2-TZVPD basis set

Computed properties:
Net charge ... -1
Energy relative to the best compared isomer or geometry (same formula, charge and spin) ... 32.2 kcal per mole
Kohn-Sham gap ... 10.1 eV
SMILES ... O=NNOS(=O)(=O)[O-]

Last column: Mulliken charge in e.
Positions of all 9 atoms, in Å:
O1 2.526867 -0.866145 -0.504622  -0.550
N1 1.540120 -0.974783 0.324771  0.065
N2 0.963937 0.150253 0.601591  0.240
O2 -0.262631 -0.115002 1.129030  -0.372
S1 -1.346773 0.147612 -0.240208  1.243
O3 -0.787343 1.346499 -0.787524  -0.674
O4 -2.564412 0.332181 0.495432  -0.637
O5 -1.236174 -1.023997 -1.098339  -0.601
H1 1.166410 1.003381 0.079872  0.285

Force components x, y, z for each atom (eV/Å):
O -2.4 -0.1 2.5
N 3.5 0.3 -3.0
N 0.9 -1.9 0.8
O -0.9 1.4 -0.9
S -0.8 -1.1 0.4
O 0.5 1.0 -0.7
O -0.4 -0.4 0.0
O 0.1 0.8 0.9
H -0.5 0.0 -0.1



Molecular formula: C23H25N3O6RuSe2
Method: DFT, ωB97M-V with the def2-TZVPD basis set

Computed properties:
Net charge ... -1
Energy relative to the best compared isomer or geometry (same formula, charge and spin) ... 0.0 kcal per mole
2S+1 ... 2
<S²> ... 0.760
Kohn-Sham gap (alpha / beta) ... 7.1 / 6.7 eV

Last column: Löwdin spin population.
Positions of all 60 atoms, in Å:
Ru1 -0.202433 0.553099 -0.784497  0.745
C1 1.660177 4.080442 0.528521  0.003
C2 1.378095 2.606433 0.502101  0.024
O1 1.195073 2.083780 -0.654053  0.054
C3 1.364565 1.871786 1.683894  0.035
C4 1.058389 0.495821 1.815987  0.026
C5 1.270913 -0.139679 3.159033  0.001
N1 0.555597 -0.229697 0.830531  0.019
N2 0.148751 -1.533480 1.123324  -0.003
C6 -0.700345 -1.959455 0.228246  0.002
O2 -1.105097 -1.303831 -0.806718  0.004
C7 -1.218488 -3.348087 0.389281  0.000
C8 -1.797894 -3.987537 -0.701602  0.000
C9 -2.274480 -5.284795 -0.579183  0.000
C10 -2.186402 -5.948265 0.636428  0.000
C11 -1.616978 -5.309045 1.730491  0.000
C12 -1.133018 -4.015935 1.608068  0.000
H1 2.091680 4.384517 -0.423781  0.000
H2 2.311688 4.363951 1.353717  0.000
H3 0.708959 4.607451 0.637883  0.001
H4 1.595049 2.391532 2.602817  0.002
H5 1.277054 0.626135 3.931919  0.000
H6 2.234623 -0.654752 3.170863  0.001
H7 0.504538 -0.880730 3.367001  0.000
H8 -1.874224 -3.448153 -1.636190  0.000
H9 -2.722091 -5.775944 -1.434432  0.000
H10 -2.564083 -6.958774 0.732948  0.000
H11 -1.553929 -5.818579 2.684035  0.000
H12 -0.680509 -3.509086 2.449441  0.000
C13 2.574243 -3.428828 -2.003366  0.001
Se1 2.538990 -1.731500 -1.053674  0.009
C14 3.201098 -0.629777 -2.511626  0.000
C15 2.255367 -0.623313 -3.700353  0.008
Se2 0.599457 0.361197 -3.378480  0.022
C16 1.380785 2.119433 -3.617605  0.001
H13 3.555435 -3.606647 -2.440838  0.000
H14 1.802320 -3.472720 -2.768109  0.000
H15 2.368440 -4.198737 -1.262241  0.000
H16 4.192928 -0.982632 -2.800238  0.000
H17 3.304748 0.370037 -2.087922  0.000
H18 1.972093 -1.635853 -3.982563  0.000
H19 2.719074 -0.162425 -4.575012  0.001
H20 1.740029 2.194754 -4.641636  0.001
H21 2.175282 2.269722 -2.893671  0.000
H22 0.583440 2.833080 -3.425787  0.000
O3 -2.993402 4.023187 4.393359  0.001
C17 -3.372181 4.205139 3.221412  0.000
O4 -4.128937 5.050122 2.716183  0.000
C18 -2.753624 3.220050 2.207601  0.005
C19 -2.548535 1.888602 2.550007  -0.001
C20 -1.958245 1.024285 1.651341  0.006
N3 -1.563781 1.437542 0.442844  -0.006
C21 -1.792975 2.716557 0.077701  0.004
C22 -2.388236 3.621414 0.923539  -0.001
C23 -1.421669 2.994893 -1.369320  0.002
O5 -1.356538 4.123865 -1.811315  0.006
O6 -1.238313 1.891331 -2.027285  0.026
H23 -2.822820 1.550413 3.539858  0.000
H24 -1.771550 -0.013229 1.895413  0.000
H25 -2.578106 4.630912 0.585709  0.000

Force components x, y, z for each atom (eV/Å):
Ru 0.6 1.1 -0.4
C 0.1 0.0 0.0
C 0.5 -0.4 0.4
O -1.0 0.3 0.0
C -0.1 0.0 -0.1
C 0.0 -0.1 -0.1
C 0.0 0.0 0.0
N -0.3 -0.5 0.1
N 0.1 -0.1 0.2
C 0.2 -0.1 -0.2
O -0.3 0.2 0.2
C 0.0 0.0 0.0
C 0.0 0.0 0.0
C 0.0 0.0 0.0
C 0.0 0.0 0.0
C 0.0 0.0 0.0
C 0.0 0.0 0.0
H 0.0 0.0 0.0
H 0.0 0.0 0.0
H 0.0 0.0 0.0
H 0.0 0.0 0.0
H 0.0 0.0 0.0
H 0.0 0.0 0.0
H 0.0 0.0 0.0
H 0.0 0.0 0.0
H 0.0 0.0 0.0
H 0.0 0.0 0.0
H 0.0 0.0 0.0
H 0.0 0.0 0.0
C 0.0 0.0 0.0
Se 0.1 -0.1 0.0
C 0.0 0.0 0.0
C 0.0 0.1 0.0
Se 0.1 -0.3 0.3
C -0.1 0.0 0.0
H 0.0 0.0 0.0
H 0.0 0.0 0.0
H 0.0 0.0 0.0
H 0.0 0.0 0.0
H 0.0 0.0 0.0
H 0.0 0.0 0.0
H 0.0 0.0 0.0
H 0.0 0.0 0.0
H 0.0 0.0 0.0
H 0.0 0.0 0.0
O -0.1 -0.1 0.0
C 0.2 0.2 -0.1
O 0.0 0.0 0.0
C -0.1 -0.1 0.0
C 0.0 0.0 0.0
C -0.1 0.0 0.0
N 0.3 0.3 0.3
C -0.1 -0.2 -0.1
C 0.0 0.0 0.0
C -0.1 -0.1 0.1
O 0.0 0.0 0.0
O -0.1 -0.2 -0.5
H 0.0 0.0 0.0
H 0.1 0.0 0.0
H 0.0 0.0 0.0



Molecular formula: C4H8NO2Si
Method: DFT, ωB97M-V with the def2-TZVPD basis set

Computed properties:
Net charge ... -1
Energy relative to the best compared isomer or geometry (same formula, charge and spin) ... 34.4 kcal per mole
2S+1 ... 3
<S²> ... 2.008
Kohn-Sham gap (alpha / beta) ... 3.4 / 7.4 eV

Last column: Löwdin spin population.
Positions of all 16 atoms, in Å:
C1 1.457524 2.996900 0.012371  0.395
C2 -0.900900 0.146335 0.158293  0.012
C3 -0.498955 -0.656076 1.432350  0.018
C4 0.065710 -0.027988 -0.996064  0.069
N1 -1.025560 -1.801433 1.633976  0.009
O1 2.294710 3.814841 -0.342832  0.385
O2 0.640476 3.033208 0.929482  0.467
Si1 1.504599 1.328852 -1.184972  0.481
H1 -1.947636 -0.015349 -0.025981  0.001
H2 -0.950062 1.259549 0.286020  0.001
H3 0.295943 -0.286189 1.973723  0.012
H4 2.755123 0.720686 -1.186628  0.074
H5 0.505416 -1.019454 -0.822799  0.006
H6 -0.456785 -0.267577 -1.945178  0.015
H7 -1.765538 -2.133063 0.914403  0.001
H8 1.422246 1.591088 -2.506778  0.054

Force components x, y, z for each atom (eV/Å):
C -0.7 -1.1 -0.6
C 0.1 2.3 1.4
C -3.1 -0.7 -4.0
C 0.7 -0.8 -0.2
N -0.4 -0.8 -0.1
O 2.3 0.8 -1.7
O -2.1 -1.0 1.5
Si -2.5 -0.1 3.7
H -0.5 -1.0 -0.5
H 0.4 -0.8 0.8
H 1.6 0.6 1.7
H 2.4 -1.0 0.2
H 0.6 0.1 -0.1
H 0.1 0.9 0.1
H 1.5 1.4 1.2
H -0.3 1.1 -3.6



Molecular formula: C44H48GeN9OPbS3
Method: DFT, ωB97M-V with the def2-TZVPD basis set

Computed properties:
Net charge ... +3
Energy relative to the best compared isomer or geometry (same formula, charge and spin) ... 0.7 kcal per mole
Kohn-Sham gap ... 5.2 eV

Last column: Mulliken charge in e.
Positions of all 107 atoms, in Å:
Pb1 -0.266156 -0.671447 0.619599  1.800
S1 -4.419557 3.232469 2.842030  -0.074
C1 -5.334880 4.644836 3.159403  -0.346
C2 -5.674110 5.308650 2.005110  -0.731
C3 -5.169356 4.645222 0.838955  -0.473
C4 -4.502876 3.466872 1.120246  0.176
C5 -3.881640 2.576310 0.101742  0.811
C6 -3.121988 1.459350 0.485594  -0.664
N1 -2.344570 0.744771 -0.344954  0.412
C7 -2.329687 1.050173 -1.676817  -0.151
C8 -3.289903 1.988954 -2.209245  0.470
C9 -3.467906 2.044648 -3.608766  -1.063
C10 -2.744363 1.236910 -4.448852  -1.010
C11 -1.677552 0.424780 -3.964978  0.353
C12 -0.887455 -0.410017 -4.768963  -0.626
C13 0.266785 -1.041534 -4.224646  0.666
C14 0.562987 -0.764739 -2.875545  -0.935
N2 -0.303636 -0.176838 -2.042785  0.729
C15 -1.440659 0.381520 -2.547923  -0.199
C16 1.037387 -2.045804 -4.958612  -0.001
C17 0.807643 -2.364711 -6.283554  -0.363
C18 1.600740 -3.453428 -6.775163  -0.664
C19 2.445185 -3.943613 -5.816297  -0.325
S2 2.346618 -3.049530 -4.323590  -0.091
C20 -4.001947 2.806939 -1.288563  -0.997
H1 -5.608155 4.900130 4.190170  0.468
H2 -6.254826 6.239701 1.964069  0.419
H3 -5.308026 4.992588 -0.178299  0.399
H4 -3.147184 1.196192 1.537651  0.385
H5 -4.224380 2.712759 -4.028993  0.486
H6 -2.965612 1.269491 -5.511414  0.487
H7 -1.108615 -0.506552 -5.811552  0.437
H8 1.494736 -1.098444 -2.440070  0.422
H9 0.086988 -1.799546 -6.882186  0.387
H10 1.539512 -3.886910 -7.784475  0.388
H11 3.119569 -4.805898 -5.888271  0.443
H12 -4.608679 3.609240 -1.691816  0.416
N3 -2.500946 -1.796989 1.533273  -0.169
C21 -2.806225 -3.235693 1.532236  -0.688
C22 -3.186527 -3.821411 0.155699  -0.595
C23 -2.143846 -4.681037 -0.549566  -0.904
C24 -1.090768 -3.949958 -1.396295  -0.627
N4 -0.048597 -3.279979 -0.620715  -0.339
H13 -2.514813 -1.460403 2.494513  0.191
H14 -3.254545 -1.323682 1.034275  0.129
H15 -3.625366 -3.426758 2.268040  0.500
H16 -1.948585 -3.813465 1.921972  0.220
H17 -3.495990 -3.014382 -0.557832  0.348
H18 -4.084335 -4.452161 0.262478  0.328
H19 -2.719953 -5.373562 -1.201819  0.412
H20 -1.607405 -5.337669 0.162866  0.369
H21 -1.602038 -3.262256 -2.071787  0.306
H22 -0.649369 -4.702381 -2.092897  0.390
H23 0.758841 -3.215952 -1.232310  0.159
H24 0.251895 -3.938852 0.103024  0.200
N5 -0.548490 3.254692 3.273568  0.109
C25 -0.591396 4.011753 2.115567  -0.042
C26 -1.136885 5.259208 1.888069  -0.761
C27 -1.173470 5.706030 0.549377  -0.770
C28 -0.628596 4.919386 -0.480497  -0.982
C29 -0.053667 3.676161 -0.200229  -0.154
C30 -0.097293 3.179173 1.088126  0.633
N6 0.191453 1.894716 1.597403  -0.118
C31 -0.130229 1.997836 2.921420  0.481
C32 -0.033020 0.942058 3.925577  -0.948
C33 0.317164 1.046792 5.258153  -0.420
S3 0.257791 -0.488659 6.094399  -0.087
C34 -0.209166 -1.203011 4.637620  -0.335
N7 -0.364387 -0.413489 3.580432  0.328
H25 -0.912103 3.544042 4.166740  0.307
H26 -1.537771 5.795414 2.750443  0.494
H27 -1.662833 6.662562 0.377166  0.457
H28 -0.578210 5.252792 -1.514732  0.538
H29 0.390856 3.081331 -0.970657  0.530
H30 0.611606 1.918341 5.862167  0.439
H31 -0.416157 -2.258827 4.581217  0.371
N8 4.446881 -6.026987 3.792691  -0.368
C35 4.863412 -4.767981 3.379264  0.200
O1 6.037015 -4.446333 3.442708  -0.564
C36 3.792476 -3.858007 2.932407  0.654
C37 4.115148 -2.626203 2.359396  -0.711
C38 3.095549 -1.886107 1.740115  -0.313
N9 1.811780 -2.258632 1.702787  0.304
C39 1.509830 -3.390103 2.401254  -0.387
C40 2.441248 -4.215700 3.019063  -1.114
H32 5.163029 -6.657208 4.107760  0.270
H33 3.662810 -6.486989 3.344581  0.205
H34 5.165851 -2.354310 2.324147  0.498
H35 3.289009 -0.904592 1.290815  0.293
H36 0.464234 -3.660422 2.400380  0.374
H37 2.111097 -5.063439 3.606428  0.517
C41 3.411332 1.656277 -2.823227  -1.196
Ge1 4.232852 2.205712 -0.062923  0.426
C42 3.666432 4.072184 0.361925  -1.017
C43 5.876248 1.264133 0.651605  -1.057
C44 3.097590 1.273744 -1.384056  0.535
H38 4.312582 2.273907 -2.918291  0.400
H39 2.626328 2.233096 -3.307011  0.361
H40 3.649369 0.774332 -3.420954  0.321
H41 4.480105 4.787738 0.202643  0.472
H42 3.310597 4.157927 1.386542  0.411
H43 2.842770 4.358161 -0.302285  0.315
H44 6.757034 1.664680 0.127696  0.431
H45 5.810434 0.190611 0.467651  0.378
H46 5.973321 1.401116 1.732753  0.410
H47 3.269465 0.202556 -1.202436  0.354
H48 2.063096 1.481680 -1.088139  -0.544

Force components x, y, z for each atom (eV/Å):
Pb -0.6 -0.4 -0.2
S -0.1 -0.2 -0.4
C -0.3 0.5 -0.1
C 0.2 -0.1 -0.1
C 0.0 -0.5 0.5
C -0.1 0.5 -0.5
C -0.3 0.6 -0.7
C 0.5 -0.1 -0.8
N 0.0 0.7 0.3
C -2.0 0.9 1.1
C 0.7 -0.4 1.7
C 0.2 -0.3 -1.4
C -0.8 0.9 0.2
C 0.2 -0.6 1.1
C 1.4 0.0 1.1
C -0.9 0.2 0.0
C -1.3 0.1 0.2
N 0.1 0.0 -0.5
C 1.3 -0.3 -1.3
C 0.5 -0.2 -1.2
C 0.2 0.0 0.3
C 0.0 -0.1 0.2
C 0.0 0.1 0.1
S -0.9 0.1 -0.6
C 0.7 -0.8 0.5
H 0.2 -0.1 -0.6
H 0.3 -0.6 0.1
H -0.1 0.1 0.2
H 0.3 -0.3 0.0
H 0.2 -0.2 0.2
H 0.1 -0.1 0.1
H -0.2 -0.1 -0.4
H 0.1 -0.2 0.1
H 0.3 -0.5 0.1
H 0.0 0.4 0.6
H -0.3 0.6 0.0
H -0.1 -0.1 0.1
N 0.3 0.2 -0.3
C -0.5 -1.1 0.6
C -0.5 0.5 -0.3
C 0.3 -0.4 -0.2
C -0.7 -1.3 -1.0
N 0.1 0.0 0.5
H 0.0 0.1 -0.1
H 0.1 0.0 0.1
H 0.4 0.1 -0.6
H -0.1 0.4 -0.1
H 0.2 -0.4 0.6
H 0.3 0.3 0.2
H 0.6 0.4 0.2
H -0.3 0.2 -0.1
H 0.1 0.4 0.2
H -0.1 0.4 0.5
H 0.2 0.3 0.0
H 0.0 0.3 -0.1
N 0.3 -0.8 -0.8
C 0.1 -0.5 -0.3
C 0.0 0.3 -0.7
C -0.2 -0.2 1.2
C 0.6 -0.3 0.3
C -0.4 0.4 -0.2
C -0.3 -0.1 1.0
N -0.6 0.8 2.1
C 0.5 0.7 -1.2
C -0.1 -2.5 1.3
C 0.0 0.2 0.2
S 0.1 1.2 -0.9
C -0.5 0.7 -1.5
N 0.8 0.9 1.0
H 0.0 -0.2 0.1
H 0.0 0.2 -0.6
H 0.3 -0.2 -0.3
H -0.2 0.2 0.3
H 0.0 -0.2 -0.6
H -0.2 -0.4 -0.6
H 0.0 -0.1 0.0
N -0.4 0.7 -0.6
C 1.5 -1.8 1.1
O -0.9 0.4 -0.2
C -1.0 0.7 -0.5
C -0.4 -0.4 -0.5
C 0.2 0.1 0.4
N 0.5 -1.0 1.1
C 0.3 0.4 -0.6
C -0.1 0.8 -0.1
H 0.3 0.0 0.0
H 0.2 0.2 0.2
H -0.2 0.2 0.0
H 0.2 -0.4 0.0
H -0.2 0.0 0.1
H 0.0 0.0 -0.2
C 0.8 0.4 -0.6
Ge 0.3 0.3 0.1
C 0.2 -0.5 -0.6
C -0.9 0.4 -0.3
C 0.1 -0.5 1.3
H -0.1 0.0 0.0
H -0.2 -0.1 0.1
H -0.3 0.0 0.0
H 0.1 -0.3 0.2
H 0.1 -0.1 0.2
H 0.1 -0.3 0.1
H -0.2 0.0 0.2
H -0.1 0.1 -0.2
H 0.0 0.3 -0.2
H 0.0 0.2 -0.1
H 0.1 0.0 -0.1